No. 1
{"formula": "C2H10NO", "method": "ωB97M-V/def2-TZVPD", "mol_weight_g_mol": 64.11, "energy_ha": -211.92298, "spin_multiplicity": 1, "lumo_energy_ha": -0.1552, "max_force_ev_per_a": 3.178, "total_charge": 1, "de_lowest_kcal_mol": 22.2, "symbols": ["C", "C", "N", "H", "H", "H", "H", "H", "H", "H", "H", "O", "H", "H"], "positions_angstrom": [[0.147, -2.454, 0.042], [-0.439, -1.053, 0.504], [-0.467, -0.032, -0.543], [0.292, -3.072, 0.944], [1.131, -2.275, -0.424], [-0.483, -3.014, -0.670], [0.173, -0.669, 1.343], [-1.460, -1.239, 0.889], [-0.990, -0.418, -1.354], [0.479, 0.252, -0.869], [-0.965, 0.817, -0.207], [0.611, 4.700, 0.102], [0.723, 3.992, -0.572], [1.248, 4.466, 0.815]], "atomic_forces_ev_per_a": [[0.122, 1.257, 0.045], [0.419, -2.628, 1.738], [-0.485, 0.716, -1.197], [-0.083, 0.326, -0.428], [-0.259, -0.283, 0.197], [0.067, 0.451, 0.331], [-0.353, -0.127, -0.513], [0.433, 0.523, -0.365], [0.378, 0.523, 0.328], [-0.630, -0.297, 0.232], [0.350, -0.475, -0.353], [0.615, -1.248, 0.058], [0.021, 0.922, 0.664], [-0.595, 0.340, -0.737]]}

=====

No. 2
{"formula": "C2H10NO", "method": "ωB97M-V/def2-TZVPD", "mol_weight_g_mol": 64.11, "energy_ha": -211.90745, "spin_multiplicity": 1, "lumo_energy_ha": -0.1282, "max_force_ev_per_a": 4.917, "total_charge": 1, "de_lowest_kcal_mol": 32.0, "symbols": ["C", "N", "H", "H", "H", "H", "H", "H", "C", "O", "H", "H", "H", "H"], "positions_angstrom": [[-0.594, 1.620, -1.206], [-1.119, 0.328, -0.567], [-1.865, 0.602, 0.085], [-1.573, -0.284, -1.207], [-0.250, -0.194, -0.278], [-1.384, 2.410, -1.149], [-0.286, 1.444, -2.259], [0.276, 2.017, -0.589], [1.048, -1.362, 1.567], [0.747, -1.340, 0.189], [1.664, -1.445, -0.370], [0.226, -0.769, 1.994], [1.978, -0.736, 1.688], [1.131, -2.291, 2.101]], "atomic_forces_ev_per_a": [[0.149, 0.989, 0.211], [0.323, 2.190, -0.530], [0.872, -0.524, 0.498], [-0.470, -0.469, -1.117], [-0.421, -0.558, 1.134], [0.582, -0.837, -0.278], [-0.238, 0.058, 0.887], [-1.080, -0.837, -0.811], [0.757, 2.875, 0.882], [3.494, -1.157, -3.260], [-3.434, 0.156, 2.043], [0.274, -0.346, 0.388], [-0.797, -0.826, 0.419], [-0.011, -0.713, -0.466]]}

=====

- Which formula does entry 1 have?
  C2H10NO